[1]
{
  "formula": "C15H44F3HfN2O20S3",
  "method": "ωB97M-V/def2-TZVPD",
  "total_charge": -1,
  "homo_energy_ev": -5.11,
  "orbital_gap_ev": 3.2,
  "fmax_ev_per_a": 12.076,
  "symbols": ["Hf", "S", "S", "S", "F", "F", "F", "O", "O", "O", "O", "O", "O", "O", "O", "O", "O", "O", "O", "O", "O", "O", "O", "O", "O", "O", "O", "N", "N", "C", "C", "C", "C", "C", "C", "C", "C", "C", "C", "C", "C", "C", "C", "C", "H", "H", "H", "H", "H", "H", "H", "H", "H", "H", "H", "H", "H", "H", "H", "H", "H", "H", "H", "H", "H", "H", "H", "H", "H", "H", "H", "H", "H", "H", "H", "H", "H", "H", "H", "H", "H", "H", "H", "H", "H", "H", "H", "H"],
  "xyz": [[7.944, 25.779, 11.321], [9.717, 25.521, 8.195], [11.019, 23.933, 12.353], [7.407, 22.414, 10.105], [12.524, 25.946, 11.735], [13.641, 24.227, 12.515], [12.555, 25.486, 13.885], [6.096, 22.647, 9.510], [10.854, 24.653, 8.553], [11.469, 23.044, 11.346], [10.125, 26.810, 7.631], [10.701, 23.303, 13.607], [12.154, 21.680, 9.191], [9.758, 27.558, 11.098], [7.661, 23.780, 10.877], [12.097, 27.849, 9.013], [10.816, 24.847, 17.784], [8.989, 24.635, 7.269], [8.512, 22.275, 9.191], [10.045, 20.560, 13.691], [10.176, 33.315, 13.096], [8.823, 25.796, 9.418], [7.885, 24.447, 13.293], [7.404, 21.357, 11.104], [14.121, 23.116, 21.598], [9.984, 24.886, 11.908], [14.641, 29.867, 11.935], [11.207, 30.377, 11.917], [12.902, 22.664, 18.907], [14.521, 22.232, 22.599], [12.423, 23.558, 19.955], [12.759, 23.160, 17.539], [11.298, 31.142, 13.150], [9.992, 33.639, 11.740], [10.003, 31.938, 13.414], [15.785, 29.064, 11.844], [12.558, 24.976, 12.646], [12.180, 19.347, 13.798], [11.418, 26.060, 17.349], [11.012, 19.969, 14.537], [12.728, 22.977, 21.311], [11.381, 23.708, 17.175], [12.433, 30.364, 11.121], [13.416, 29.261, 11.486], [11.408, 27.485, 8.368], [11.491, 23.938, 16.102], [13.982, 22.380, 23.548], [11.153, 26.160, 16.285], [10.618, 22.925, 17.187], [12.902, 21.131, 9.444], [9.056, 31.523, 13.053], [13.686, 28.643, 10.623], [7.898, 23.476, 13.160], [15.972, 28.452, 12.741], [12.223, 30.336, 10.048], [14.378, 21.182, 22.315], [13.077, 28.581, 12.276], [12.881, 24.552, 19.824], [11.909, 22.161, 10.015], [12.047, 27.246, 9.762], [10.296, 21.483, 13.535], [8.943, 33.839, 11.493], [10.394, 30.604, 11.369], [12.418, 21.925, 21.341], [12.990, 19.164, 14.514], [11.279, 20.725, 15.290], [11.926, 18.443, 13.251], [11.342, 23.689, 19.924], [13.003, 22.355, 16.845], [10.707, 27.601, 10.879], [10.840, 26.876, 17.785], [12.483, 26.097, 17.566], [12.951, 31.336, 11.133], [15.568, 22.369, 22.869], [10.602, 34.510, 11.506], [11.448, 30.535, 14.051], [7.563, 24.586, 14.194], [10.539, 19.165, 15.116], [13.422, 24.017, 17.291], [10.328, 32.857, 11.048], [12.623, 20.045, 13.080], [15.751, 28.341, 11.022], [12.098, 31.886, 13.190], [13.888, 22.499, 19.082], [9.939, 32.007, 14.504], [16.620, 29.761, 11.776], [9.572, 28.408, 11.520], [12.182, 23.509, 22.103]],
  "forces_ev_per_a": [[6.6, -8.4, -5.6], [2.9, -6.3, -5.3], [0.5, -0.9, -0.4], [-0.2, -3.5, -2.9], [0.7, 0.4, 0.2], [-0.1, 0.3, -0.1], [0.1, 0.4, -0.2], [0.3, 0.4, 0.4], [-0.2, 2.5, 2.1], [-0.1, 0.2, 0.0], [-0.7, 0.7, 0.7], [-0.2, 0.5, 0.8], [0.2, 0.0, 0.5], [-1.6, 0.4, 1.2], [-0.3, 6.3, 2.7], [-0.5, 0.3, 0.1], [0.6, 0.2, 0.9], [-1.2, 2.7, 0.8], [-0.5, 0.7, 0.4], [-0.1, -0.4, 0.1], [-0.4, -0.1, -0.5], [-3.5, 1.4, 5.1], [-1.1, 0.8, 0.8], [-0.2, 1.0, 1.0], [-0.1, -0.3, -0.4], [-0.8, 1.7, -0.1], [-0.5, 0.3, -0.1], [0.7, -0.4, -0.1], [-0.1, -0.2, -0.2], [0.1, -0.4, 0.9], [0.2, 0.1, -0.1], [-0.2, 1.3, 0.7], [-1.5, 0.1, 0.3], [0.1, -0.1, -0.6], [1.1, 0.9, 1.5], [0.2, -0.3, 0.5], [-1.4, -0.8, 0.1], [0.8, 0.8, 0.1], [-1.5, -0.3, -0.6], [-0.6, 0.1, 0.2], [0.3, 0.5, 0.4], [-0.5, -0.9, -1.9], [0.0, 0.4, -0.8], [1.3, -0.1, 0.1], [0.4, 0.1, 0.5], [-0.1, -0.1, 0.0], [-0.2, 0.1, -0.2], [0.9, 0.0, -0.1], [0.0, 0.0, 0.4], [-0.1, 0.0, 0.0], [0.2, -0.1, -0.4], [-0.4, 0.1, -0.1], [0.1, 0.2, -0.6], [-0.3, 0.1, 0.1], [-0.5, -0.7, 0.2], [0.0, 0.0, -0.1], [-0.5, 0.2, 0.0], [-0.1, 0.1, 0.4], [0.1, -0.5, -1.2], [0.4, -0.5, -0.5], [0.0, -0.3, 0.0], [0.0, 0.1, 0.2], [0.1, 0.4, -0.1], [0.1, 0.0, -0.1], [-0.1, -0.4, 0.0], [0.6, -0.2, -0.1], [-0.2, -0.1, 0.1], [0.0, -0.1, -0.4], [-0.2, 0.0, -0.1], [-0.3, -0.3, -0.3], [0.4, 0.0, 0.6], [0.0, 0.3, -0.1], [0.1, -0.1, 0.7], [0.1, 0.2, -0.4], [-0.2, 0.1, 0.1], [0.1, -0.5, -0.4], [0.2, 0.0, 0.0], [-0.3, 0.1, -0.1], [0.3, -0.4, 0.3], [0.1, -0.1, 0.2], [-0.3, 0.1, -0.1], [0.0, 0.4, -0.3], [0.1, -0.1, -0.5], [-0.1, -0.1, 0.0], [-0.4, -0.3, 0.0], [0.2, -0.2, -0.3], [0.6, 0.2, 0.0], [-0.1, 0.0, -0.1]],
  "lowdin_charge": [2.018, 0.329, 0.569, 0.298, 0.133, 0.168, 0.118, -0.349, -0.304, -0.224, -0.344, -0.286, -0.077, -0.100, -0.494, -0.091, -0.208, -0.316, -0.274, -0.082, -0.195, -0.478, -0.120, -0.335, -0.186, -0.416, -0.206, -0.069, -0.054, -0.147, -0.216, -0.200, -0.193, -0.116, -0.213, -0.126, -0.633, -0.087, -0.096, -0.332, -0.225, -0.240, -0.192, -0.196, 0.006, 0.098, 0.086, 0.082, 0.129, 0.008, 0.121, 0.098, 0.103, 0.082, 0.115, 0.088, 0.118, 0.126, -0.024, -0.014, 0.020, 0.086, 0.086, 0.124, 0.066, 0.096, 0.072, 0.118, 0.116, 0.051, 0.084, 0.084, 0.120, 0.083, 0.089, 0.110, 0.097, 0.104, 0.114, 0.078, 0.071, 0.089, 0.127, 0.107, 0.116, 0.084, 0.049, 0.124]
}

***

[2]
{
  "formula": "C4H7NO",
  "method": "ωB97M-V/def2-TZVPD",
  "total_charge": 0,
  "homo_energy_ev": -8.04,
  "orbital_gap_ev": 8.3,
  "fmax_ev_per_a": 0.300,
  "symbols": ["O", "N", "C", "C", "C", "C", "H", "H", "H", "H", "H", "H", "H"],
  "xyz": [[-2.255, 1.146, -0.667], [-0.508, -0.331, -1.133], [0.637, -0.741, -0.587], [0.464, -0.593, 0.892], [-1.257, 0.566, -0.273], [-0.456, 0.587, 0.916], [1.405, -0.478, 1.433], [1.280, -1.447, -1.105], [1.404, 0.853, -0.467], [-0.039, -1.513, 1.234], [-0.786, 1.085, 1.819], [0.844, 1.273, 0.056], [-0.729, -0.380, -2.120]],
  "forces_ev_per_a": [[0.2, -0.1, 0.1], [0.1, 0.1, 0.0], [-0.3, -0.1, 0.0], [0.1, 0.1, -0.1], [0.2, 0.0, 0.1], [-0.2, -0.1, 0.0], [-0.2, 0.0, -0.1], [-0.1, 0.1, 0.1], [-0.1, 0.0, 0.1], [0.0, 0.1, -0.1], [0.0, -0.1, -0.1], [0.1, -0.1, -0.1], [0.0, 0.0, 0.1]],
  "lowdin_charge": [0.013, 0.094, -0.154, -0.239, -0.515, -0.092, 0.120, 0.128, 0.113, 0.137, 0.109, 0.120, 0.165]
}

***

[3]
{
  "formula": "C21H22N4O4",
  "method": "ωB97M-V/def2-TZVPD",
  "total_charge": 0,
  "homo_energy_ev": -8.07,
  "orbital_gap_ev": 7.4,
  "fmax_ev_per_a": 0.804,
  "symbols": ["O", "O", "O", "O", "N", "N", "N", "N", "C", "C", "C", "C", "C", "C", "C", "C", "C", "C", "C", "C", "C", "C", "C", "C", "C", "C", "C", "C", "C", "H", "H", "H", "H", "H", "H", "H", "H", "H", "H", "H", "H", "H", "H", "H", "H", "H", "H", "H", "H", "H", "H"],
  "xyz": [[3.482, -1.379, 1.136], [-2.264, 0.789, 1.309], [5.365, 2.156, -1.370], [7.741, -1.540, -0.340], [6.543, 0.301, -0.858], [-5.620, -1.475, -0.135], [-5.152, 0.577, 0.781], [5.589, -1.445, 0.378], [4.206, 0.445, -0.215], [1.722, 1.006, 0.154], [-5.698, -0.144, -0.241], [5.388, 1.058, -0.852], [4.345, -0.840, 0.475], [-2.973, -0.436, 1.385], [5.735, -2.722, 1.059], [-0.358, 2.042, 0.836], [-6.829, -1.718, -2.178], [0.951, 2.148, 0.443], [1.087, -0.239, 0.218], [7.725, 0.836, -1.514], [-6.340, 0.468, -1.333], [-4.978, 2.005, 0.669], [6.693, -0.941, -0.278], [-0.238, -0.349, 0.581], [-6.905, -0.334, -2.300], [-4.416, -0.127, 1.801], [3.081, 1.216, -0.251], [-6.174, -2.224, -1.072], [-0.976, 0.786, 0.916], [8.527, 0.960, -0.787], [7.457, 1.795, -1.949], [-4.924, -1.074, 1.985], [-5.949, 2.505, 0.615], [1.411, 3.123, 0.380], [6.751, -3.075, 0.901], [-7.404, 0.113, -3.148], [5.017, -3.435, 0.655], [-6.396, 1.540, -1.417], [8.058, 0.144, -2.287], [-4.408, 0.476, 2.711], [-2.508, -1.098, 2.126], [-4.453, 2.364, 1.550], [5.535, -2.592, 2.122], [-0.941, 2.916, 1.083], [-4.390, 2.276, -0.213], [-0.692, -1.327, 0.606], [3.264, 2.202, -0.674], [-7.260, -2.371, -2.919], [-2.985, -0.937, 0.409], [1.632, -1.131, -0.037], [-6.074, -3.292, -0.918]],
  "forces_ev_per_a": [[0.0, 0.0, 0.0], [0.1, 0.3, 0.0], [0.0, 0.0, 0.0], [0.1, 0.0, 0.0], [0.2, 0.1, -0.1], [0.2, 0.1, 0.2], [0.1, 0.1, 0.2], [-0.1, -0.3, 0.2], [-0.6, 0.4, -0.1], [-0.6, -0.2, 0.2], [-0.3, -0.2, -0.2], [-0.1, 0.2, -0.1], [0.0, 0.0, 0.0], [-0.4, -0.4, 0.1], [0.1, -0.3, 0.1], [-0.3, -0.1, 0.1], [0.0, 0.0, -0.1], [0.1, -0.3, 0.0], [0.1, 0.2, -0.1], [0.2, 0.1, -0.2], [0.1, 0.1, 0.0], [-0.2, 0.1, -0.1], [-0.1, 0.1, 0.0], [-0.4, -0.1, 0.1], [0.1, -0.1, 0.1], [0.5, -0.2, 0.0], [0.8, -0.2, 0.0], [-0.1, -0.1, -0.3], [0.4, 0.2, -0.1], [0.0, 0.0, -0.1], [0.0, -0.1, 0.1], [0.2, 0.1, 0.1], [0.0, 0.1, 0.0], [0.0, 0.1, 0.0], [-0.1, 0.0, 0.0], [0.0, 0.0, 0.0], [0.0, 0.0, 0.1], [0.0, 0.1, 0.0], [0.0, 0.1, 0.0], [0.0, 0.0, 0.0], [0.0, 0.0, -0.1], [0.0, 0.0, 0.0], [0.0, -0.1, -0.1], [-0.1, 0.1, 0.0], [0.0, 0.1, 0.0], [-0.1, -0.1, 0.0], [0.1, -0.1, 0.0], [0.0, -0.1, 0.0], [0.1, 0.0, 0.1], [0.0, 0.0, 0.0], [-0.1, -0.1, -0.1]],
  "lowdin_charge": [0.087, -0.038, 0.074, 0.101, 0.025, 0.106, -0.127, 0.025, -0.017, -0.199, -0.301, -0.378, -0.367, -0.162, -0.001, 0.005, -0.089, -0.017, -0.002, 0.001, -0.016, -0.059, -0.444, 0.008, -0.080, -0.143, 0.076, -0.150, -0.254, 0.101, 0.087, 0.116, 0.089, 0.119, 0.088, 0.105, 0.100, 0.094, 0.099, 0.128, 0.135, 0.087, 0.100, 0.118, 0.096, 0.109, 0.128, 0.094, 0.129, 0.110, 0.104]
}

***

[4]
{
  "formula": "C27H29FN2O3S",
  "method": "ωB97M-V/def2-TZVPD",
  "total_charge": 0,
  "homo_energy_ev": -9.11,
  "orbital_gap_ev": 9.1,
  "fmax_ev_per_a": 4.247,
  "symbols": ["S", "F", "O", "O", "O", "N", "N", "C", "C", "C", "C", "C", "C", "C", "C", "C", "C", "C", "C", "C", "C", "C", "C", "C", "C", "C", "C", "C", "C", "C", "C", "C", "C", "C", "H", "H", "H", "H", "H", "H", "H", "H", "H", "H", "H", "H", "H", "H", "H", "H", "H", "H", "H", "H", "H", "H", "H", "H", "H", "H", "H", "H", "H"],
  "xyz": [[-0.591, -1.768, 1.490], [-0.745, -2.521, 0.112], [0.205, -3.878, 2.807], [-1.875, -1.685, 2.125], [-0.026, -0.485, 1.178], [0.862, -5.203, 0.827], [0.469, -2.527, 2.541], [7.025, 0.032, -1.535], [-4.212, 2.834, 3.899], [-3.001, 0.758, 3.801], [-5.127, 4.938, -1.349], [-2.778, 4.421, -1.395], [1.350, -2.845, -5.506], [1.897, -2.157, 2.477], [-4.325, 2.896, -0.365], [-4.086, 1.424, 5.843], [0.256, -3.090, -2.965], [4.721, -0.109, -2.209], [-3.444, 1.922, 3.188], [5.316, 1.077, -0.205], [-3.027, 3.230, -0.727], [1.944, -2.201, -4.429], [-3.324, 0.509, 5.129], [4.348, 0.637, -1.099], [-0.334, -3.740, -4.041], [1.396, -2.325, -3.159], [6.059, -0.408, -2.430], [0.214, -3.619, -5.311], [-5.376, 3.748, -0.677], [2.593, -2.144, 1.108], [0.535, -4.680, 1.798], [-4.532, 2.586, 5.227], [6.653, 0.773, -0.422], [-3.828, 5.276, -1.704], [3.305, 0.873, -0.927], [-2.209, 2.561, -0.488], [2.833, -1.601, -4.579], [-5.129, 3.299, 5.783], [-1.766, 4.684, -1.674], [1.993, -1.181, 2.953], [-4.562, 3.739, 3.417], [2.964, -3.129, 0.818], [-4.519, 1.969, 0.161], [3.969, -0.458, -2.905], [-0.169, -3.184, -1.978], [8.068, -0.205, -1.705], [-6.388, 3.486, -0.396], [-4.333, 1.232, 6.880], [3.491, -1.526, 1.221], [1.775, -2.746, -6.497], [5.027, 1.659, 0.661], [1.860, -1.825, -2.317], [2.429, -2.860, 3.122], [-1.223, -4.340, -3.890], [-2.981, -0.401, 5.607], [-2.408, 0.047, 3.244], [-3.634, 6.205, -2.223], [6.348, -0.985, -3.299], [-5.946, 5.602, -1.594], [-3.189, 2.119, 2.155], [2.021, -1.698, 0.296], [7.406, 1.114, 0.277], [-0.245, -4.127, -6.149]],
  "forces_ev_per_a": [[-1.9, 3.7, 1.0], [0.4, -0.3, 1.1], [-0.3, -1.2, -0.3], [0.9, -1.8, -0.9], [0.6, -1.5, 0.0], [-0.1, -0.4, 0.2], [0.2, 0.5, -1.1], [0.0, 0.0, 0.0], [0.0, 0.0, 0.0], [0.0, 0.1, 0.0], [0.0, 0.0, 0.0], [0.0, 0.0, 0.0], [0.0, 0.0, 0.0], [0.8, 0.0, -0.4], [0.0, 0.0, 0.0], [0.0, 0.0, 0.0], [0.0, 0.0, -0.1], [0.0, 0.0, 0.0], [0.0, 0.0, 0.0], [0.0, 0.0, 0.0], [0.0, 0.0, 0.0], [0.0, 0.0, 0.0], [0.0, 0.0, 0.0], [0.0, 0.0, 0.0], [0.0, 0.0, 0.0], [0.0, 0.0, 0.0], [0.0, 0.0, 0.0], [0.0, 0.0, 0.0], [0.0, 0.0, 0.0], [0.6, -0.1, 0.2], [0.1, 1.1, 0.2], [0.0, 0.0, 0.0], [0.0, 0.0, 0.0], [0.0, 0.0, 0.0], [0.0, 0.0, 0.0], [0.0, 0.0, 0.0], [0.0, 0.0, 0.0], [0.0, 0.0, 0.0], [0.0, 0.0, 0.0], [-0.3, 0.0, -0.1], [0.0, 0.0, 0.0], [-0.3, 0.0, -0.1], [0.0, 0.0, 0.0], [0.0, 0.0, 0.0], [0.0, -0.1, 0.0], [0.0, 0.0, 0.0], [0.0, 0.0, 0.0], [0.0, 0.0, 0.0], [-0.1, 0.0, 0.0], [0.0, 0.0, 0.0], [0.0, 0.0, 0.0], [0.0, 0.0, 0.0], [-0.3, 0.0, 0.1], [0.0, 0.0, 0.0], [0.0, 0.0, 0.0], [-0.1, 0.1, 0.1], [0.0, 0.0, 0.0], [0.0, 0.0, 0.0], [0.0, 0.0, 0.0], [0.0, 0.0, 0.0], [-0.1, -0.1, 0.2], [0.0, 0.0, 0.0], [0.0, 0.0, 0.0]],
  "lowdin_charge": [0.662, -0.131, 0.017, -0.238, -0.233, 0.209, -0.193, -0.095, -0.092, -0.082, -0.098, -0.096, -0.095, -0.192, -0.107, -0.101, -0.088, -0.091, -0.084, -0.101, -0.098, -0.096, -0.090, -0.101, -0.088, -0.089, -0.090, -0.095, -0.094, -0.073, -0.292, -0.101, -0.097, -0.099, 0.102, 0.100, 0.087, 0.098, 0.100, 0.124, 0.100, 0.076, 0.097, 0.077, 0.074, 0.101, 0.101, 0.098, 0.080, 0.100, 0.100, 0.084, 0.135, 0.102, 0.100, 0.063, 0.099, 0.102, 0.099, 0.080, 0.053, 0.100, 0.100]
}

***

Copy entry 2 word for word.
{
  "formula": "C4H7NO",
  "method": "ωB97M-V/def2-TZVPD",
  "total_charge": 0,
  "homo_energy_ev": -8.04,
  "orbital_gap_ev": 8.3,
  "fmax_ev_per_a": 0.300,
  "symbols": ["O", "N", "C", "C", "C", "C", "H", "H", "H", "H", "H", "H", "H"],
  "xyz": [[-2.255, 1.146, -0.667], [-0.508, -0.331, -1.133], [0.637, -0.741, -0.587], [0.464, -0.593, 0.892], [-1.257, 0.566, -0.273], [-0.456, 0.587, 0.916], [1.405, -0.478, 1.433], [1.280, -1.447, -1.105], [1.404, 0.853, -0.467], [-0.039, -1.513, 1.234], [-0.786, 1.085, 1.819], [0.844, 1.273, 0.056], [-0.729, -0.380, -2.120]],
  "forces_ev_per_a": [[0.2, -0.1, 0.1], [0.1, 0.1, 0.0], [-0.3, -0.1, 0.0], [0.1, 0.1, -0.1], [0.2, 0.0, 0.1], [-0.2, -0.1, 0.0], [-0.2, 0.0, -0.1], [-0.1, 0.1, 0.1], [-0.1, 0.0, 0.1], [0.0, 0.1, -0.1], [0.0, -0.1, -0.1], [0.1, -0.1, -0.1], [0.0, 0.0, 0.1]],
  "lowdin_charge": [0.013, 0.094, -0.154, -0.239, -0.515, -0.092, 0.120, 0.128, 0.113, 0.137, 0.109, 0.120, 0.165]
}